{
  "formula": "C38H32Co2N2O5PS",
  "method": "the ωB97M-V functional and the def2-TZVPD basis",
  "spin_multiplicity": 1,
  "orbital_gap_ev": 4.83,
  "total_charge": -1,
  "e_above_lowest_kcal_mol": 36.2,
  "lumo_ev": 2.1,
  "elements": ["O", "C", "C", "H", "H", "C", "N", "H", "C", "H", "H", "H", "C", "H", "C", "C", "H", "H", "H", "H", "S", "H", "H", "C", "C", "H", "H", "H", "O", "C", "O", "C", "C", "C", "C", "H", "C", "C", "C", "H", "C", "O", "C", "N", "H", "H", "C", "O", "H", "Co", "C", "H", "C", "H", "C", "H", "C", "H", "C", "C", "C", "C", "C", "H", "C", "C", "H", "H", "H", "C", "C", "C", "C", "H", "H", "C", "H", "P", "C", "Co", "C"],
  "xyz": [[-5.899, 1.801, 1.517], [-2.555, -3.953, 2.518], [1.340, 2.796, -0.479], [-3.852, -1.963, 1.013], [-3.662, 0.841, 7.355], [-3.872, -8.499, 2.130], [-0.169, 0.756, 2.192], [3.301, 1.461, 0.720], [-5.326, -4.620, 0.177], [1.601, 3.840, -0.275], [-8.349, -4.791, 1.634], [-4.978, -4.294, -1.906], [2.261, 0.392, 2.313], [-7.367, -4.242, -2.480], [-8.114, -3.888, 5.967], [-4.748, -6.475, 3.051], [-3.431, 3.270, 6.982], [-3.012, 0.326, 1.926], [-9.926, -4.800, 6.625], [-6.290, -3.195, 5.100], [-1.191, 2.000, 0.009], [-2.677, -9.679, 3.447], [-3.035, 4.136, 4.716], [-7.061, -4.381, -1.455], [-2.972, 2.218, 3.815], [-7.988, -6.653, 3.303], [2.888, 2.463, 2.106], [-2.890, -8.111, 5.329], [-8.185, -2.566, 2.444], [-3.455, 1.221, 6.368], [-3.579, -3.022, 6.098], [-7.072, -3.935, 5.060], [2.532, 1.639, 1.478], [-4.133, -6.746, 4.252], [-3.087, 3.072, 4.879], [2.147, 2.385, -1.097], [-8.012, -4.520, -0.462], [-3.146, 0.819, 3.993], [0.061, 1.516, 1.178], [-4.228, -6.045, 5.067], [-6.276, -4.765, 1.164], [-1.588, -4.320, 2.042], [-4.622, -7.346, 1.991], [1.291, 2.069, 0.809], [0.713, -0.342, 3.662], [-3.478, -0.708, 5.495], [-4.531, -1.945, 1.864], [-6.174, -0.547, 5.827], [-2.830, 2.599, 2.821], [-4.091, -3.394, 3.213], [-3.778, -3.178, 4.987], [-5.100, -7.116, 1.052], [-3.244, -0.039, 2.911], [-9.852, -6.577, 4.928], [-9.113, -4.839, 5.918], [-4.280, -4.641, 0.440], [-3.358, 0.349, 5.321], [0.016, 2.020, -2.030], [0.923, 0.542, 3.043], [-7.615, -4.726, 0.846], [-7.295, -1.873, 2.595], [-6.057, -0.629, 4.697], [-3.331, 2.586, 6.155], [2.213, -0.483, 1.655], [-3.907, -1.355, 3.040], [-0.023, 2.682, -1.162], [-0.386, 3.650, -1.518], [-3.759, -9.175, 1.298], [3.080, 0.199, 3.017], [-3.384, -7.901, 4.394], [-5.919, 0.793, 2.049], [-3.256, -8.777, 3.334], [-8.031, -5.877, 4.053], [-9.059, -4.449, -0.706], [-8.146, -3.100, 6.702], [-7.042, -4.921, 4.098], [0.967, 1.392, 3.735], [-5.724, -4.971, 2.869], [-9.071, -5.836, 4.965], [-5.881, -0.804, 2.898], [-5.719, -4.426, -1.135]]
}

{
  "formula": "C38H32EuF5P2",
  "method": "the ωB97M-V functional and the def2-TZVPD basis",
  "spin_multiplicity": 7,
  "orbital_gap_ev": [7.55, 3.76],
  "total_charge": 2,
  "lumo_ev": [-5.9, -9.3],
  "s_squared": 12.0212,
  "elements": ["F", "H", "C", "H", "H", "H", "C", "C", "C", "C", "C", "C", "H", "H", "C", "H", "F", "C", "C", "H", "H", "F", "C", "C", "C", "H", "H", "H", "H", "C", "C", "C", "H", "F", "C", "H", "C", "C", "C", "C", "H", "H", "H", "C", "C", "C", "Eu", "F", "C", "H", "C", "C", "C", "H", "C", "C", "H", "H", "C", "H", "P", "H", "C", "H", "H", "C", "H", "C", "H", "C", "H", "H", "C", "P", "H", "H", "C", "C"],
  "xyz": [[-0.483, -2.498, 3.198], [4.964, 2.395, -0.881], [1.288, -2.692, -2.865], [-4.484, -4.630, 2.069], [2.097, -2.077, -2.427], [-2.345, 4.070, 0.569], [-1.369, -4.479, 0.741], [4.082, 3.013, -0.799], [2.271, -4.172, -0.168], [-2.775, 4.124, -3.402], [-3.292, 3.327, -2.371], [-2.135, 4.462, 2.710], [-2.809, 2.181, -0.571], [2.757, 1.312, -0.390], [0.242, 2.989, 2.559], [-4.353, 3.135, -2.287], [-2.424, -1.328, 3.285], [3.025, 5.215, -0.866], [1.610, -3.124, 0.475], [-0.454, -5.054, 0.511], [3.428, -2.776, 3.308], [0.737, 0.247, 3.034], [0.248, -3.956, -4.630], [-2.509, -5.003, 1.328], [-1.747, 3.950, 1.474], [0.557, 4.067, -2.620], [-2.500, -6.085, 1.558], [2.229, -3.062, -4.733], [1.903, -4.516, -1.144], [-0.904, -4.162, -3.872], [-0.557, -0.192, 2.627], [-1.003, -3.650, -2.591], [-0.987, 5.001, -4.310], [-1.446, 0.900, 2.731], [3.772, -4.233, 1.724], [0.428, 3.304, 4.668], [2.863, 2.424, -0.509], [-1.354, 4.259, 3.840], [1.333, -3.215, -4.148], [-0.173, 3.506, 3.778], [-1.668, 4.676, 4.783], [0.840, 5.237, -0.532], [1.142, 2.346, 2.504], [-1.059, -1.253, 3.473], [-1.414, 4.390, -3.513], [-2.460, -2.269, 0.729], [0.004, 0.076, 0.220], [-0.795, -0.983, 4.789], [-0.522, 3.881, -2.583], [1.504, -1.713, 2.175], [-2.429, 2.798, -1.419], [-3.587, -2.830, 1.308], [0.147, -2.998, -2.118], [0.297, -4.370, -5.626], [-0.511, 3.289, 1.413], [-1.080, 3.177, -1.505], [4.613, -4.694, 2.217], [-1.758, -4.728, -4.241], [1.779, 4.672, -0.589], [-3.444, 4.532, -4.153], [0.088, 2.768, -0.223], [3.858, -5.557, -0.013], [2.029, -2.568, 1.697], [-3.071, 5.041, 2.731], [5.101, 4.868, -1.173], [3.115, -3.157, 2.332], [1.146, 0.074, -1.393], [4.147, 4.410, -0.969], [-1.872, -3.784, -1.933], [1.768, 3.273, -0.460], [3.052, 6.305, -0.999], [-0.292, 0.105, -1.754], [-1.396, -3.112, 0.446], [0.118, -2.604, -0.396], [-2.431, -1.150, 0.517], [-4.443, -2.200, 1.566], [3.363, -4.725, 0.490], [-3.610, -4.200, 1.602]]
}

{
  "formula": "C38H33AsNiOPSe2Te",
  "method": "the ωB97M-V functional and the def2-TZVPD basis",
  "spin_multiplicity": 3,
  "orbital_gap_ev": [8.69, 7.46],
  "total_charge": 1,
  "e_above_lowest_kcal_mol": 13.2,
  "lumo_ev": [-2.0, -3.3],
  "s_squared": 2.0094,
  "elements": ["H", "C", "C", "C", "C", "C", "C", "H", "C", "C", "H", "C", "H", "H", "Se", "H", "H", "C", "Te", "H", "H", "C", "C", "Se", "C", "C", "H", "C", "H", "C", "H", "C", "C", "H", "H", "H", "C", "C", "H", "H", "C", "C", "C", "H", "H", "C", "H", "H", "C", "H", "H", "As", "P", "H", "C", "C", "C", "C", "H", "H", "H", "C", "O", "C", "C", "H", "H", "H", "C", "H", "H", "C", "C", "H", "C", "C", "C", "Ni"],
  "xyz": [[3.326, 1.646, 7.242], [-4.013, -3.717, -0.156], [-3.138, 1.379, -0.046], [-5.085, 0.168, -0.795], [-2.475, -3.532, -4.430], [0.290, 1.820, -4.521], [-0.044, -0.858, -5.184], [-0.176, -1.900, -5.441], [3.379, 3.567, -2.624], [-0.412, 1.472, -5.661], [1.070, -1.282, -3.392], [-5.881, 1.254, -0.471], [-2.962, -3.334, 3.546], [-6.948, 1.207, -0.635], [2.326, -0.407, -1.075], [-1.070, 0.773, 3.443], [5.981, 1.659, -4.741], [-3.220, -2.649, 0.241], [0.716, -0.768, 2.130], [-1.667, -3.611, -2.448], [-0.678, 0.359, 6.471], [-3.940, 2.464, 0.281], [5.412, 3.550, -3.900], [0.515, 2.598, -1.002], [-5.308, 2.402, 0.064], [4.481, 4.237, -3.139], [-0.829, 2.245, -6.292], [-2.924, -1.879, -2.747], [-2.236, -1.660, 1.885], [2.220, 0.555, 2.842], [2.143, 1.486, 2.280], [-3.705, -1.161, -3.644], [5.249, 2.192, -4.150], [-5.932, 3.249, 0.312], [4.031, 0.460, -3.839], [-4.359, -5.245, 2.844], [-3.277, -2.829, -5.321], [-4.041, -4.515, 2.114], [-1.122, -0.138, -6.886], [-1.038, -0.842, 4.176], [-3.710, 0.235, -0.586], [1.286, 1.028, 7.004], [0.831, 0.823, -3.707], [-3.494, 3.356, 0.697], [0.418, 2.864, -4.264], [4.153, 1.519, -3.643], [4.611, 5.292, -2.943], [3.197, 0.115, 2.657], [-0.576, 0.132, -5.992], [6.272, 4.070, -4.299], [2.655, 4.097, -2.018], [-2.639, -1.293, -0.964], [1.783, 1.321, -2.255], [-5.040, -5.485, 0.486], [0.318, 0.589, 6.115], [-3.252, -3.440, 2.509], [0.662, -0.516, -4.037], [-0.422, -0.037, 3.781], [-3.425, -3.206, -6.324], [-2.057, 1.449, 0.118], [-4.176, -0.231, -3.349], [-2.295, -3.061, -3.140], [-1.000, -1.038, -0.706], [-2.843, -2.506, 1.575], [-4.423, -4.650, 0.789], [-4.317, -3.829, -1.189], [-5.544, -0.728, -1.198], [-4.496, -1.094, -5.632], [-3.884, -1.645, -4.933], [3.875, 1.375, 4.854], [1.045, 1.137, 8.052], [2.874, 1.160, 5.207], [2.566, 1.313, 6.549], [-1.996, -4.452, -4.739], [1.908, 0.722, 4.309], [3.215, 2.211, -2.876], [0.623, 0.434, 4.767], [0.153, 0.407, -0.119]]
}